[1]
{
  "formula": "C27H32N10O5RhS3",
  "method": "ωB97M-V/def2-TZVPD",
  "species": ["Rh", "N", "C", "C", "C", "C", "C", "C", "N", "C", "C", "C", "S", "C", "N", "H", "H", "H", "H", "H", "H", "H", "N", "C", "N", "C", "C", "O", "C", "C", "H", "H", "H", "H", "H", "H", "H", "H", "S", "C", "N", "C", "C", "C", "N", "H", "H", "H", "H", "C", "C", "S", "O", "O", "C", "C", "N", "C", "N", "C", "C", "N", "O", "O", "C", "H", "H", "H", "H", "H", "H", "H", "H", "H", "H", "H", "H", "H"],
  "positions_angstrom": [[0.4281, 0.1459, 0.6780], [-2.0385, -3.0636, 1.0188], [-2.9923, -2.2595, 1.6339], [-4.2850, -2.5546, 2.0466], [-4.9841, -1.5225, 2.6312], [-4.4131, -0.2501, 2.7899], [-3.1332, 0.0373, 2.3652], [-2.4069, -0.9965, 1.7757], [-1.1093, -1.0671, 1.2332], [-0.9553, -2.3247, 0.8040], [0.2989, -2.7161, 0.1867], [0.7975, -3.9101, -0.2186], [2.3770, -3.6991, -0.8362], [2.2965, -2.0393, -0.5215], [1.1589, -1.6557, -0.0007], [-2.1751, -4.0192, 0.7253], [-4.7208, -3.5357, 1.9144], [-5.9948, -1.6945, 2.9745], [-4.9878, 0.5293, 3.2677], [-2.7329, 1.0259, 2.5006], [0.3326, -4.8833, -0.1979], [3.1036, -1.3585, -0.7468], [1.6956, 1.2506, -0.4607], [2.3711, 1.8440, -1.1974], [3.1194, 2.5105, -2.0006], [3.1447, 2.2580, -3.4653], [4.5833, 1.9903, -3.8765], [5.4188, 3.0476, -3.4660], [5.4592, 3.1818, -2.0645], [4.0837, 3.5367, -1.5232], [2.7656, 3.1548, -3.9563], [2.4892, 1.4197, -3.6950], [4.6475, 1.9336, -4.9614], [4.9342, 1.0394, -3.4531], [6.1608, 3.9825, -1.8386], [5.8226, 2.2545, -1.6010], [3.7526, 4.4993, -1.9142], [4.0673, 3.5631, -0.4350], [2.1335, 0.3014, 2.1514], [1.9131, -0.8377, 3.4419], [2.8245, -0.7498, 4.4475], [2.7833, -1.5523, 5.5309], [1.7918, -2.4893, 5.6192], [0.8978, -2.5449, 4.5511], [0.9575, -1.7475, 3.4856], [3.5600, -0.0529, 4.3867], [3.5528, -1.4023, 6.2764], [1.7181, -3.1518, 6.4681], [0.0930, -3.2715, 4.5520], [-5.8800, 4.3364, 4.9085], [-4.6238, 4.4322, 5.7597], [-3.1763, 3.7562, 4.9798], [-3.5156, 2.5798, 4.1991], [-2.1229, 3.6296, 5.9578], [-2.6457, 4.9739, 3.7680], [-1.1808, 4.7164, 3.4248], [-0.9878, 3.7549, 2.3178], [-0.5683, 2.4855, 2.4788], [-0.4078, 1.9080, 1.2806], [-0.7310, 2.8375, 0.3226], [-1.0919, 3.9705, 0.9617], [-1.5014, 5.2117, 0.3405], [-1.3946, 5.2508, -0.8615], [-1.9017, 6.0942, 1.0692], [-0.3603, 1.8334, 3.7970], [-6.7254, 4.7024, 5.4883], [-6.0771, 3.3056, 4.6233], [-5.8066, 4.9455, 4.0074], [-4.6938, 3.8640, 6.6894], [-4.3694, 5.4603, 6.0210], [-2.7750, 5.9837, 4.1523], [-3.2978, 4.8413, 2.9081], [-0.6689, 4.2868, 4.2834], [-0.6801, 5.6437, 3.1657], [-0.6799, 2.6607, -0.7369], [-1.2101, 2.0238, 4.4536], [0.5419, 2.2033, 4.2875], [-0.2804, 0.7591, 3.6474]],
  "de_lowest_kcal_mol": 7.5,
  "total_charge": 3,
  "largest_force_ev_per_a": 0.33
}

***

[2]
{
  "formula": "C3H7N2O2",
  "method": "ωB97M-V/def2-TZVPD",
  "species": ["C", "C", "C", "N", "N", "O", "O", "H", "H", "H", "H", "H", "H", "H"],
  "positions_angstrom": [[-0.6459, 0.2011, 2.2331], [0.1651, -0.0940, 0.3804], [-0.6272, -0.7744, -0.7666], [-0.4936, 0.9176, 1.1742], [1.5010, 0.2429, -0.1541], [-1.0705, -0.3777, 3.1321], [-0.3384, -0.0277, -1.9655], [-1.7721, -0.7234, -0.7269], [-0.2717, -1.8061, -0.7696], [-0.7290, 1.9234, 1.1750], [2.0262, 0.8604, 0.4172], [1.1694, 0.6026, -1.1149], [2.0631, -0.5860, -0.3931], [-0.9767, -0.3588, -2.6212]],
  "de_lowest_kcal_mol": 77.1,
  "total_charge": 1,
  "largest_force_ev_per_a": 3.10
}

***

[3]
{
  "formula": "CBr3NO",
  "method": "ωB97M-V/def2-TZVPD",
  "species": ["C", "N", "O", "Br", "Br", "Br"],
  "positions_angstrom": [[0.2026, 0.7590, -0.0639], [1.2984, 0.3995, -0.3506], [2.0582, -0.5227, -0.4549], [-1.3100, -1.4680, -0.9163], [-1.0513, 1.9916, 0.2126], [-1.1980, -1.1595, 1.5730]],
  "de_lowest_kcal_mol": 26.2,
  "smiles": "[O-][N+]#CBr.BrBr",
  "largest_force_ev_per_a": 3.07
}

***

[4]
{
  "formula": "CH3BrOS",
  "method": "ωB97M-V/def2-TZVPD",
  "species": ["C", "O", "S", "Br", "H", "H", "H"],
  "positions_angstrom": [[-0.6335, -0.2951, 0.1053], [-1.1660, 0.5994, -0.7840], [1.5516, -1.1679, 0.0442], [2.7755, 0.6173, 0.0465], [-1.0130, 1.4773, -0.5148], [-0.6123, 0.0549, 1.1307], [-0.9023, -1.2860, -0.0279]],
  "de_lowest_kcal_mol": 20.8,
  "largest_force_ev_per_a": 3.08
}

***

HOMO-LUMO gap? In order: 6.2, 9.3, 6.4, 8.6 eV.
M? In order: 775.73, 103.10, 281.73, 143.01 Da.
LUMO? In order: -10.024, -3.520, -2.961, 0.005 eV.